Record 1
11
Properties=species:S:1:pos:R:3:forces:R:3 method="wB97M-V/def2-TZVPD" largest_force_ev_per_a=3.6 e_homo_ev="-5.163 / -7.198" s2=0.76 e_tot_ha=-366.3541 gap_ev="3.71 / 5.75" de_lowest_ev=3.278 multiplicity=2
O 0.171 1.225 -2.106 -0.452 -0.507 -0.359
C -0.242 0.996 -0.943 0.898 3.434 -0.847
O -0.609 1.897 -0.154 -0.387 -0.564 0.502
O -0.163 -0.290 -0.540 0.559 -1.475 0.668
C 0.260 -0.570 0.757 -2.045 -0.167 -1.054
C 0.244 -1.999 1.117 -0.293 0.003 -0.537
H -0.787 -1.203 1.576 2.070 0.090 0.422
H 0.903 0.180 1.228 -0.434 -0.430 0.048
H -0.388 -2.690 0.541 0.284 0.705 -0.256
H 1.234 -2.439 1.288 -0.327 -0.156 0.994
Rb -0.624 4.892 -2.763 0.126 -0.932 0.417

Record 2
140
Properties=species:S:1:pos:R:3:forces:R:3 method="wB97M-V/def2-TZVPD" largest_force_ev_per_a=2.1 e_homo_ev=-1.621 e_tot_ha=-3965.3752 gap_ev=5.51 charge=-2
K -0.729 0.701 -0.143 0.930 -1.656 0.805
C -6.925 -0.442 -0.895 0.099 -0.040 -0.279
C -6.319 -0.741 -2.266 -0.348 0.233 0.061
N -5.042 -1.403 -2.174 0.084 0.191 0.158
C -5.043 -2.831 -1.995 0.068 -0.462 -0.115
C -4.924 -3.585 -3.320 -0.082 0.176 0.211
C -3.876 -0.684 -2.170 -0.086 -0.283 -0.280
S -2.435 -1.533 -2.232 0.979 -0.364 0.187
N -4.061 0.634 -2.207 -0.574 0.157 0.146
C -3.094 1.543 -2.133 0.046 -0.009 -0.173
O -1.888 1.404 -1.900 -0.943 0.830 -1.390
C -3.632 2.926 -2.357 0.122 0.323 -0.047
C -4.950 3.242 -2.055 -0.034 -0.021 -0.004
C -5.427 4.524 -2.255 -0.154 0.051 0.069
C -4.594 5.500 -2.779 -0.047 0.175 -0.058
C -3.280 5.189 -3.088 -0.038 0.124 -0.116
C -2.797 3.913 -2.864 0.024 -0.123 -0.007
H -7.868 0.091 -1.007 -0.140 0.068 0.035
H -6.233 0.170 -0.323 0.062 0.089 0.099
H -7.111 -1.362 -0.345 -0.018 -0.081 0.116
H -6.159 0.194 -2.804 -0.139 -0.144 0.006
H -7.005 -1.376 -2.843 0.105 0.032 -0.006
H -5.970 -3.115 -1.484 0.039 0.060 0.006
H -4.191 -3.102 -1.364 -0.209 0.037 -0.013
H -5.731 -3.306 -3.996 -0.118 -0.013 -0.093
H -4.962 -4.657 -3.146 -0.019 -0.208 -0.027
H -3.974 -3.332 -3.780 0.099 -0.005 -0.063
H -5.589 2.464 -1.665 -0.052 -0.068 0.047
H -6.452 4.761 -2.000 -0.030 0.025 0.002
H -4.971 6.504 -2.944 0.019 -0.015 0.002
H -2.631 5.951 -3.498 0.073 0.016 -0.003
H -1.769 3.659 -3.084 0.104 -0.002 0.055
C -1.019 -2.718 2.196 0.099 0.042 -0.101
C 0.458 -2.305 2.267 -0.179 0.067 0.167
C 0.736 -1.727 3.650 0.074 -0.020 -0.329
C 1.306 -3.505 1.908 -0.028 0.275 -0.347
C 2.041 -4.196 2.847 0.193 -0.041 0.098
C 2.655 -5.399 2.531 0.004 -0.223 -0.042
C 2.416 -5.967 1.297 0.148 0.117 0.264
C 1.695 -5.300 0.314 -0.174 0.077 -0.140
C 1.358 -6.122 -0.920 0.107 -0.081 -0.275
C 2.559 -6.256 -1.862 -0.101 -0.033 0.162
C 0.113 -5.678 -1.684 0.096 -0.172 0.099
C 1.254 -3.988 0.576 0.686 -0.588 0.711
N 0.584 -3.233 -0.349 -0.928 0.458 -0.572
C 1.036 -2.588 -1.339 -0.190 -0.001 0.255
C 2.431 -2.454 -1.781 0.595 -0.083 -0.053
C 2.784 -3.139 -2.931 0.025 0.058 -0.137
C 4.095 -3.226 -3.378 0.002 -0.119 -0.378
C 5.079 -2.556 -2.658 0.095 -0.049 -0.205
C 4.742 -1.760 -1.596 0.051 -0.013 0.295
C 3.395 -1.611 -1.139 0.231 -0.075 -0.145
N 3.047 -0.732 -0.214 -0.931 -0.447 0.318
C 3.662 0.462 -0.016 0.293 0.507 0.049
C 4.012 0.870 1.297 -0.111 -0.232 -0.029
C 4.529 2.128 1.523 0.118 0.193 0.030
C 4.715 3.028 0.492 0.108 0.225 -0.038
C 4.368 2.652 -0.796 0.198 0.182 0.139
C 3.851 1.401 -1.075 0.066 -0.199 -0.156
C 3.458 1.033 -2.493 -0.078 0.022 -0.104
C 4.034 1.959 -3.565 -0.038 -0.233 0.159
C 1.937 0.960 -2.640 0.101 -0.062 0.027
C 3.898 -0.119 2.433 0.097 0.016 0.188
C 3.526 0.533 3.764 -0.034 -0.104 -0.227
C 5.216 -0.885 2.581 -0.246 -0.069 -0.109
H -1.648 -1.891 2.518 -0.117 0.113 0.015
H -1.205 -3.570 2.852 0.017 -0.040 0.099
H -1.286 -2.998 1.181 -0.132 -0.010 -0.085
H 0.628 -1.519 1.524 0.107 -0.030 0.050
H 0.419 -2.415 4.433 -0.046 -0.101 0.134
H 0.189 -0.794 3.764 -0.070 0.139 0.047
H 1.792 -1.517 3.773 0.158 0.058 0.124
H 2.154 -3.808 3.848 -0.073 0.122 0.080
H 3.261 -5.914 3.262 0.025 -0.060 0.093
H 2.790 -6.960 1.079 0.014 -0.064 -0.028
H 1.142 -7.133 -0.541 -0.001 0.175 0.032
H 2.924 -5.277 -2.156 0.057 -0.084 -0.008
H 2.268 -6.809 -2.756 0.028 -0.070 -0.125
H 3.376 -6.789 -1.375 0.087 -0.029 0.028
H 0.309 -4.806 -2.298 -0.088 0.018 -0.105
H -0.686 -5.426 -0.993 -0.181 0.081 -0.021
H -0.225 -6.486 -2.333 -0.004 -0.088 -0.069
H 0.266 -2.165 -1.988 -0.049 0.173 -0.020
H 2.008 -3.648 -3.496 -0.037 -0.046 0.076
H 4.340 -3.811 -4.258 -0.017 0.036 0.052
H 6.118 -2.638 -2.965 -0.008 0.037 0.029
H 5.504 -1.192 -1.076 0.032 0.045 0.033
H 4.801 2.424 2.527 -0.010 0.005 0.094
H 5.134 4.010 0.681 -0.037 0.024 0.020
H 4.523 3.373 -1.589 -0.027 -0.030 -0.109
H 3.852 0.036 -2.702 -0.052 0.181 -0.048
H 3.628 2.967 -3.488 -0.019 0.130 -0.022
H 3.778 1.572 -4.550 -0.042 -0.017 -0.101
H 5.119 2.006 -3.489 0.121 0.093 -0.022
H 1.671 0.464 -3.571 -0.127 -0.049 -0.110
H 1.494 1.953 -2.639 -0.088 0.141 -0.018
H 1.510 0.395 -1.816 -0.032 -0.146 0.048
H 3.120 -0.835 2.156 0.026 0.004 -0.043
H 4.319 1.188 4.120 0.088 0.114 0.062
H 3.373 -0.225 4.532 -0.034 -0.076 0.067
H 2.617 1.120 3.663 -0.131 0.096 0.089
H 6.020 -0.204 2.859 0.102 0.102 0.019
H 5.476 -1.365 1.642 0.083 -0.104 -0.127
H 5.132 -1.654 3.349 0.009 -0.126 0.108
C -3.886 2.866 2.939 0.412 -0.434 -0.043
Si -2.852 1.242 2.826 -0.812 0.011 0.015
C -3.166 0.404 4.541 0.382 0.216 -0.491
C -3.746 0.183 1.525 0.244 0.262 0.478
N -1.296 1.496 2.242 -0.642 -0.191 0.362
C -0.306 2.228 2.772 -0.020 -0.022 -0.373
C -0.091 2.432 4.154 0.004 -0.015 0.077
C 0.932 3.216 4.639 0.046 0.192 0.140
C 1.797 3.867 3.771 0.096 0.098 0.136
C 1.629 3.682 2.409 0.029 -0.054 -0.218
C 0.627 2.871 1.921 0.415 0.164 0.562
O 0.534 2.709 0.527 0.273 0.302 0.528
C 0.194 3.861 -0.113 -0.070 0.890 -0.639
C 1.011 4.330 -1.139 0.024 -0.426 0.283
C 0.692 5.499 -1.801 -0.047 0.173 -0.108
C -0.443 6.213 -1.452 0.028 0.090 -0.062
C -1.262 5.743 -0.438 0.012 0.143 0.033
C -0.945 4.582 0.237 0.020 -0.359 0.168
H -4.803 2.755 3.513 -0.165 -0.124 0.124
H -4.160 3.198 1.941 -0.016 0.077 -0.247
H -3.305 3.660 3.399 0.165 0.185 0.135
H -4.220 0.218 4.729 -0.259 0.027 -0.131
H -2.801 1.028 5.353 0.079 0.162 0.155
H -2.649 -0.548 4.614 0.168 -0.259 -0.004
H -4.739 -0.101 1.862 -0.272 -0.055 0.098
H -3.210 -0.730 1.288 0.146 -0.224 -0.075
H -3.862 0.750 0.607 -0.024 0.122 -0.274
H -0.776 1.947 4.835 -0.036 -0.083 0.103
H 1.051 3.336 5.711 -0.007 -0.006 0.019
H 2.590 4.500 4.142 0.084 0.027 0.032
H 2.286 4.168 1.700 0.080 -0.007 -0.054
H 1.905 3.773 -1.372 0.119 -0.069 -0.014
H 1.343 5.864 -2.586 0.019 -0.014 -0.025
H -0.691 7.130 -1.967 -0.025 0.079 -0.065
H -2.159 6.288 -0.176 -0.055 -0.010 0.034
H -1.568 4.209 1.037 -0.102 -0.070 0.096

Record 3
19
Properties=species:S:1:pos:R:3:forces:R:3 method="wB97M-V/def2-TZVPD" largest_force_ev_per_a=0.4 smiles=CO[C@@H](C)CCO e_homo_ev=-9.993 e_tot_ha=-348.1587 gap_ev=10.97 de_lowest_ev=1.256
C 0.268 2.233 0.560 0.067 0.214 0.128
O -0.151 1.142 -0.225 -0.049 -0.033 0.004
C 0.038 -0.122 0.410 0.036 -0.247 0.107
C -0.653 -0.205 1.793 -0.045 -0.060 0.002
C -0.462 -1.176 -0.583 -0.036 0.011 0.042
C 0.477 -1.466 -1.754 -0.043 -0.356 0.244
O 0.608 -0.403 -2.670 0.050 0.306 0.094
H 1.358 2.234 0.715 -0.112 -0.021 -0.074
H -0.217 2.219 1.544 0.111 0.129 -0.131
H -0.032 3.145 0.041 0.109 -0.122 0.031
H 1.124 -0.266 0.560 -0.133 0.002 -0.033
H -1.361 0.613 1.960 0.073 -0.133 -0.201
H 0.075 -0.174 2.610 -0.119 0.014 -0.132
H -1.224 -1.131 1.893 0.126 0.034 -0.053
H -1.433 -0.845 -0.973 0.078 -0.064 0.094
H -0.623 -2.116 -0.041 0.045 0.091 -0.070
H 1.462 -1.777 -1.361 -0.135 0.121 -0.054
H 0.084 -2.317 -2.324 0.057 0.143 0.088
H 0.663 0.414 -2.154 -0.081 -0.030 -0.085

Record 4
8
Properties=species:S:1:pos:R:3:forces:R:3 method="wB97M-V/def2-TZVPD" largest_force_ev_per_a=5.8 smiles=OSP(O)O e_homo_ev=-8.708 e_tot_ha=-967.0663 gap_ev=8.63 de_lowest_ev=2.935
O 2.011 -1.001 -0.023 -0.777 0.061 -0.629
S 1.317 0.567 -0.263 -0.065 -1.067 0.386
P -0.606 -0.295 0.554 0.197 -0.840 -0.756
O -1.752 0.475 -0.314 3.615 -3.496 -2.908
O -0.561 -1.706 -0.345 -1.442 1.943 0.699
H 2.873 -1.056 0.389 0.221 0.749 0.340
H -2.272 1.034 0.133 -3.024 3.232 2.873
H 0.316 -2.051 -0.267 1.274 -0.583 -0.005

Record 5
56
Properties=species:S:1:pos:R:3:forces:R:3 method="wB97M-V/def2-TZVPD" largest_force_ev_per_a=3.9 e_homo_ev=-10.012 e_tot_ha=-1431.9460 gap_ev=9.69 de_lowest_ev=4.826
O -1.963 3.741 1.866 -0.092 0.019 0.153
C -0.999 3.609 1.142 -1.179 0.009 -0.430
N -0.979 2.868 0.013 1.189 0.448 -0.877
C 0.293 2.474 -0.560 0.443 -0.775 0.688
C 0.756 1.146 0.095 -0.849 0.228 -0.554
C 0.161 0.011 -0.716 0.529 0.685 -0.714
O -0.923 0.103 -1.237 0.392 -0.251 0.234
H -0.078 4.164 1.291 0.568 0.055 0.228
H -1.732 2.318 -0.370 -0.597 -0.079 0.449
H 1.101 3.212 -0.513 -0.453 0.283 0.493
H 0.182 2.271 -1.611 -0.350 0.136 -0.499
H 0.347 1.039 1.097 0.218 0.222 0.297
H 1.828 1.127 0.104 0.608 -0.517 0.038
H 0.878 -0.775 -0.982 -0.204 -0.674 0.169
H 2.018 -2.859 2.708 0.043 -0.259 -0.283
H 0.675 -3.136 2.182 -1.017 0.443 0.120
O 1.581 -3.365 2.006 1.117 0.236 0.091
H -1.724 -2.158 -2.498 -0.565 1.037 0.360
H -3.008 -1.800 -1.481 0.721 0.765 -0.811
O -2.381 -2.430 -1.853 -0.208 -1.781 0.641
H 0.950 0.826 -3.442 0.057 -0.165 -0.025
H 0.380 -0.113 -4.446 0.104 -1.954 -0.362
O 0.448 0.796 -4.259 -0.369 2.409 0.458
H 0.370 -4.538 1.187 0.528 -0.109 0.072
H -0.906 -4.759 0.384 0.324 -0.295 0.979
O -0.496 -4.933 1.263 -1.059 -0.107 -1.294
H -4.348 1.145 -0.674 -1.422 0.906 0.377
H -3.699 0.843 -2.067 0.061 0.507 -0.036
O -3.698 0.653 -1.125 1.254 -1.433 -0.005
H -0.050 -0.768 3.642 -0.674 2.117 -0.186
H 0.602 -1.416 4.830 -0.022 0.231 0.503
O 0.310 -1.569 3.939 0.932 -2.580 -0.152
H 0.015 1.624 4.750 1.024 1.304 1.085
H -0.757 1.511 3.463 -0.665 0.523 -0.485
O -0.444 1.021 4.214 -0.624 -1.500 -0.677
H 2.295 -4.250 -1.715 0.107 -0.219 -0.315
H 1.869 -3.246 -0.674 0.094 0.216 -0.994
O 2.033 -3.329 -1.648 -0.239 -0.019 1.525
H 3.473 1.749 -2.314 -0.268 0.426 -0.610
H 4.507 0.791 -1.705 -1.908 2.122 0.958
O 3.806 1.517 -1.453 2.148 -2.541 -0.411
H 1.890 -2.204 -3.129 0.243 1.235 -1.279
H 2.602 -0.876 -3.111 -0.518 -0.507 -1.045
O 2.066 -1.414 -3.748 0.368 -0.886 2.443
H -1.585 -2.335 0.661 -0.725 -0.591 -0.829
H -1.409 -1.452 1.889 0.984 -1.018 -1.136
O -0.906 -1.877 1.132 -0.233 1.597 2.051
H 2.689 2.174 1.668 -0.835 0.449 -3.232
H 3.021 1.069 2.640 -0.105 0.759 -0.145
O 2.938 2.036 2.529 0.969 -1.172 3.455
H -1.392 1.663 -3.330 -0.446 1.077 0.320
H -2.255 2.946 -2.724 0.888 1.274 0.226
O -2.242 2.072 -3.052 -0.393 -2.279 -0.940
H -2.973 1.705 1.713 -0.486 2.265 -1.429
H -2.362 0.379 1.761 1.549 -2.608 -2.412
O -2.775 1.000 2.267 -0.959 0.337 3.757

Record 6
111
Properties=species:S:1:pos:R:3:forces:R:3 method="wB97M-V/def2-TZVPD" largest_force_ev_per_a=6.5 smiles="C=Cc1cc(C[C@H](O)CN)c2nc(CCF)c(CC(=O)N(C)C)nc2c1CCCCCCCCCCCC.COCCNCCOC" e_homo_ev=-7.837 e_tot_ha=-2122.3501 gap_ev=7.03
C 4.029 -2.359 3.818 -2.511 -0.344 -2.165
C 2.887 -2.411 2.952 0.982 1.114 0.914
C 2.009 -1.130 2.561 -1.796 1.122 -0.520
C 2.256 0.195 3.366 -3.404 1.577 -2.712
C 1.402 1.435 3.033 0.688 -2.286 0.472
C 1.672 2.808 3.858 -0.207 -0.185 -1.833
C 2.613 3.708 2.864 -1.515 -0.143 -0.001
O 3.992 3.274 2.931 -0.442 1.006 0.274
C 2.391 5.289 3.033 1.256 -0.085 -0.819
N 2.431 5.935 1.661 0.711 0.042 0.415
C 0.264 1.453 1.919 1.929 -1.076 1.414
N -0.459 2.690 1.775 -1.821 -4.939 -3.850
C -1.438 2.497 0.754 0.087 0.078 0.051
C -2.409 3.767 0.458 1.165 -0.516 0.864
C -1.858 4.719 -0.713 -1.001 0.539 0.419
F -0.426 4.733 -0.851 -2.308 -0.309 0.213
C -1.681 1.222 -0.106 1.915 -0.757 1.537
C -2.840 1.175 -1.234 0.047 -0.297 0.423
C -4.138 0.408 -0.621 -0.093 -3.119 0.010
O -4.147 -0.868 -0.634 0.087 5.296 0.246
N -5.253 1.179 -0.046 -0.025 -0.903 -1.924
C -5.772 2.175 -1.078 0.810 0.574 -0.486
C -6.373 0.275 0.392 -0.563 -0.271 1.244
N -0.919 0.032 0.078 -0.265 4.439 1.943
C 0.060 0.138 1.126 0.537 0.044 0.347
C 0.924 -1.159 1.429 1.050 1.724 2.093
C 0.619 -2.470 0.574 0.408 -0.737 0.910
C 1.792 -2.909 -0.435 -0.654 -0.023 -0.847
C 2.668 -1.697 -1.027 0.732 -1.183 -0.698
C 4.169 -1.864 -0.480 0.519 -0.307 -0.237
C 5.087 -0.548 -0.606 0.644 -1.308 0.104
C 6.113 -0.672 -1.859 -0.543 1.292 -0.368
C 6.375 0.807 -2.501 1.237 -0.718 -0.745
C 7.621 1.577 -1.818 0.144 -0.778 0.249
C 7.333 2.113 -0.329 0.044 0.620 0.116
C 5.933 2.879 -0.143 0.268 0.763 0.245
C 5.972 4.439 -0.615 -0.750 -0.369 1.271
C 6.361 5.329 0.683 -0.406 -0.286 -0.532
H 4.820 -3.175 3.641 -1.516 1.195 1.057
H 4.140 -1.525 4.595 0.308 -1.218 -1.695
H 2.559 -3.414 2.483 1.010 1.931 0.362
H 3.030 0.308 4.213 -1.420 -0.363 -1.692
H 2.156 2.625 4.876 -0.653 0.194 -1.495
H 0.681 3.393 3.949 1.542 -1.136 0.049
H 2.242 3.441 1.799 0.641 0.484 1.684
H 4.541 3.933 3.408 -0.728 -0.516 -0.337
H 3.307 5.705 3.601 -1.644 -0.626 -0.174
H 1.390 5.584 3.496 1.534 -0.684 -0.299
H 3.023 6.786 1.683 -0.622 -0.777 0.022
H 2.876 5.313 0.970 -0.289 0.289 0.566
H -3.483 3.404 0.223 1.887 0.666 0.350
H -2.429 4.368 1.437 0.009 -0.960 -1.474
H -2.202 5.796 -0.462 0.797 -1.710 -0.501
H -2.382 4.421 -1.684 1.289 0.335 0.995
H -3.117 2.207 -1.636 0.482 -1.355 0.848
H -2.469 0.563 -2.142 -0.606 0.796 1.763
H -5.417 1.767 -2.098 -1.014 1.113 1.255
H -5.340 3.235 -0.899 -0.581 -1.785 -0.353
H -6.907 2.289 -1.036 1.684 -0.480 -0.040
H -6.042 -0.183 1.400 -0.641 0.355 -1.829
H -7.344 0.869 0.615 1.888 -0.629 -0.391
H -6.661 -0.517 -0.380 0.674 0.919 1.070
H -0.359 -2.447 -0.017 1.377 0.577 1.091
H 0.500 -3.337 1.337 0.075 1.412 -1.192
H 2.455 -3.723 0.036 -0.814 1.449 -0.631
H 1.273 -3.429 -1.334 0.777 0.759 1.551
H 2.215 -0.658 -0.890 0.605 -1.476 0.228
H 2.723 -1.870 -2.174 -0.110 0.480 1.809
H 4.668 -2.673 -1.147 -0.845 1.155 1.138
H 4.189 -2.317 0.587 -0.224 1.060 -1.655
H 4.393 0.354 -0.688 1.195 -1.117 0.091
H 5.764 -0.473 0.333 -1.403 0.174 -1.393
H 5.697 -1.322 -2.716 0.314 0.903 1.460
H 7.119 -1.156 -1.562 -1.608 0.849 -0.289
H 6.683 0.603 -3.600 -0.467 0.500 1.660
H 5.423 1.439 -2.549 1.297 -0.954 0.242
H 8.059 2.398 -2.507 -1.022 -1.147 1.156
H 8.464 0.784 -1.733 -1.262 1.306 -0.179
H 8.159 2.879 -0.055 -1.211 -1.206 -0.424
H 7.427 1.282 0.473 -0.268 1.148 -1.545
H 5.042 2.393 -0.668 1.456 0.379 0.776
H 5.707 2.903 0.985 0.114 -0.157 -1.719
H 6.675 4.618 -1.501 -1.086 -0.240 1.259
H 4.873 4.705 -0.873 1.942 -0.227 0.011
H 5.501 5.258 1.438 1.161 0.016 -1.052
H 7.284 4.871 1.179 -1.096 0.960 -0.698
H 6.476 6.440 0.419 0.156 -1.669 0.442
C -4.454 -3.669 -0.401 0.076 -0.323 0.168
O -5.170 -4.811 0.051 -0.206 0.318 0.036
C -6.498 -4.513 0.483 -0.101 -0.650 -0.060
C -7.530 -5.072 -0.501 0.387 0.429 -0.048
N -7.517 -4.333 -1.764 -0.056 -0.251 0.017
C -8.260 -4.990 -2.844 0.266 0.126 0.041
C -7.787 -6.380 -3.300 -0.187 0.191 -0.353
O -6.523 -6.380 -3.956 -0.210 -0.142 0.368
C -5.403 -6.387 -3.084 0.140 0.030 -0.407
H -3.405 -3.950 -0.513 -0.102 -0.067 0.033
H -4.821 -3.339 -1.376 -0.002 0.258 0.028
H -4.518 -2.850 0.317 -0.051 -0.098 -0.156
H -6.646 -3.442 0.659 0.088 0.010 -0.194
H -6.631 -5.025 1.442 -0.048 0.040 -0.018
H -8.527 -5.002 -0.055 0.006 -0.004 -0.037
H -7.296 -6.130 -0.654 -0.026 -0.115 0.193
H -6.557 -4.219 -2.069 -0.106 0.023 0.109
H -8.208 -4.317 -3.706 -0.054 -0.130 -0.026
H -9.316 -5.048 -2.554 0.070 -0.091 0.018
H -8.502 -6.731 -4.050 0.045 0.033 0.000
H -7.809 -7.121 -2.494 0.152 0.078 0.096
H -5.594 -6.943 -2.162 -0.052 0.111 0.029
H -5.096 -5.364 -2.860 0.092 -0.030 0.264
H -4.569 -6.864 -3.606 -0.160 -0.006 -0.014